Formula: F2NO4RbS2
Source: the OMol25 dataset
Level of theory: ωB97M-V with the def2-TZVPD basis set

Output
* relative energy (zero: lowest compared OMol25 entry of this formula, charge and spin): 36.4 kJ/mol
* DFT total energy: -1375.91525 hartree
* orbital gap: 8.44 eV

```
10
F2NO4RbS2 (ωB97M-V with the def2-TZVPD basis set)
Rb 21.68 -21.69 0.58
N 18.28 -24.31 1.19
S 17.96 -23.34 -0.04
O 19.18 -22.71 -0.51
O 16.74 -22.63 -0.15
F 17.76 -24.49 -1.12
S 18.21 -23.15 2.37
O 16.91 -22.80 2.79
O 19.25 -22.17 2.41
F 18.61 -24.17 3.52
```

Formula: C30H44N5O2S4SiSr
Source: the OMol25 dataset
Level of theory: ωB97M-V with the def2-TZVPD basis set

Output
* relative energy (zero: lowest compared OMol25 entry of this formula, charge and spin): 467.8 kJ/mol
* DFT total energy: -3506.55783 hartree
* charge: +1
* orbital gap: 5.18 eV

```
87
C30H44N5O2S4SiSr (ωB97M-V with the def2-TZVPD basis set)
Sr -0.75 -0.45 0.35
C 0.84 -3.78 1.49
C 1.94 -3.01 0.71
S 1.63 -1.24 0.99
C 2.54 -0.91 2.57
C 1.86 0.34 3.20
S 0.60 1.02 2.03
C -0.87 -0.05 2.71
C -0.66 -1.69 2.79
S -0.83 -2.95 1.34
H 0.69 -4.80 1.14
H 1.07 -3.83 2.55
H 2.95 -3.27 1.04
H 1.84 -3.20 -0.36
H 2.47 -1.78 3.22
H 3.58 -0.74 2.32
H 1.33 0.08 4.11
H 2.57 1.13 3.39
H -1.01 0.24 3.75
H -1.82 0.19 2.18
H 0.26 -1.90 3.31
H -1.42 -2.00 3.50
C -4.13 0.43 0.73
Si -3.82 0.21 -1.16
C -4.84 -1.17 -1.96
C -4.27 1.86 -1.95
C -3.96 3.07 -1.32
C -4.29 4.30 -1.88
C -4.95 4.35 -3.10
C -5.30 3.16 -3.74
C -4.96 1.94 -3.17
H -5.07 0.93 1.02
H -3.31 1.04 1.13
H -4.11 -0.55 1.21
H -5.93 -1.06 -1.86
H -4.56 -2.12 -1.52
H -4.60 -1.21 -3.02
H -3.45 3.05 -0.37
H -4.04 5.22 -1.36
H -5.20 5.30 -3.55
H -5.83 3.19 -4.68
H -5.25 1.03 -3.68
C -1.17 5.66 1.31
N -1.00 4.75 0.18
C -0.77 5.22 -1.08
C -0.66 4.39 -2.14
C -0.78 3.00 -1.87
N -0.96 2.53 -0.64
C -1.09 3.38 0.41
O -1.32 2.97 1.55
N -0.75 2.11 -2.87
H -1.48 6.63 0.93
H -0.23 5.76 1.86
H -1.92 5.25 1.98
H -0.71 6.29 -1.17
H -0.51 4.77 -3.13
H -0.81 2.42 -3.82
H -0.97 1.15 -2.65
C 5.26 1.36 -4.29
C 3.90 1.02 -3.69
C 3.23 2.20 -3.01
N 4.03 2.78 -1.94
C 4.05 2.33 -0.67
S 3.00 1.16 -0.09
N 5.03 2.92 0.10
C 5.22 2.90 1.49
O 4.52 2.27 2.25
C 6.38 3.72 1.95
C 6.83 4.85 1.29
C 7.90 5.57 1.79
C 8.52 5.17 2.96
C 8.07 4.04 3.64
C 7.00 3.32 3.13
H 5.65 0.52 -4.86
H 5.99 1.60 -3.52
H 5.19 2.21 -4.97
H 4.01 0.22 -2.95
H 3.22 0.65 -4.46
H 2.27 1.91 -2.58
H 3.05 3.00 -3.73
H 4.77 3.40 -2.22
H 5.71 3.49 -0.40
H 6.34 5.22 0.39
H 8.25 6.46 1.27
H 9.36 5.73 3.35
H 8.54 3.73 4.55
H 6.63 2.44 3.64
```

Formula: C7H8BrClSi
Source: the OMol25 dataset
Level of theory: ωB97M-V with the def2-TZVPD basis set

Output
* relative energy (zero: lowest compared OMol25 entry of this formula, charge and spin): 156.7 kJ/mol
* DFT total energy: -3595.25978 hartree
* orbital gap: 10.31 eV

```
18
C7H8BrClSi (ωB97M-V with the def2-TZVPD basis set)
C -2.53 1.11 -0.02
C -1.50 1.57 0.77
C -2.41 -0.09 -0.72
C -0.38 0.74 0.98
C -1.31 -0.86 -0.57
C -0.18 -0.40 0.19
C 2.90 -0.66 -0.61
Si 1.46 -1.28 0.54
Cl 1.24 -3.30 0.14
Br 3.55 1.05 -0.11
H -3.50 1.76 -0.13
H -1.55 2.51 1.28
H -3.18 -0.45 -1.34
H 0.41 1.03 1.63
H -1.17 -1.93 -0.94
H 2.61 -0.84 -1.57
H 3.82 -1.21 -0.36
H 2.13 -1.34 1.76
```

Formula: C5H11NO
Source: the OMol25 dataset
Level of theory: ωB97M-V with the def2-TZVPD basis set

Output
* relative energy (zero: lowest compared OMol25 entry of this formula, charge and spin): 271.4 kJ/mol
* spin multiplicity: 2
* DFT total energy: -326.72072 hartree
* charge: +1
* <S²>: 0.758
* orbital gap (alpha / beta): 9.37 / 5.33 eV

```
18
C5H11NO (ωB97M-V with the def2-TZVPD basis set)
C -2.13 -0.17 -0.35
N -0.03 1.94 -0.58
C -0.17 1.16 0.60
C -1.08 0.15 0.69
C 0.38 1.75 2.88
C 0.80 1.21 1.70
H -2.68 0.68 -0.78
H -2.95 -0.77 0.09
H -1.83 -0.91 -1.15
H -0.73 1.81 -1.28
H -0.02 2.92 -0.43
H -0.83 -0.54 1.59
H -0.47 2.18 3.15
H 1.02 2.00 3.64
H 1.80 0.90 1.49
H 2.84 -4.79 -4.58
H 3.00 -4.39 -2.97
O 3.08 -5.13 -3.72
```

Formula: C25H50FHfNO9S4
Source: the OMol25 dataset
Level of theory: ωB97M-V with the def2-TZVPD basis set

Output
* DFT total energy: -3453.82920 hartree
* charge: +2
* orbital gap: 2.02 eV

```
91
C25H50FHfNO9S4 (ωB97M-V with the def2-TZVPD basis set)
Hf -1.40 3.26 -0.62
C 6.97 5.49 -0.39
C 6.52 4.34 -1.21
C 7.80 3.71 -1.84
C 8.47 2.69 -0.85
C 7.52 1.83 -0.03
C 6.33 2.54 0.62
N 5.67 3.35 -0.41
O 4.35 3.74 -0.16
C 6.89 3.38 1.87
C 5.25 1.40 1.03
C 5.67 4.99 -2.34
H 7.14 6.30 -1.10
H 7.95 5.27 0.03
H 6.15 5.92 0.19
H 8.53 4.52 -1.90
H 7.71 3.35 -2.86
H 9.13 3.28 -0.22
H 9.14 2.02 -1.39
H 8.27 1.47 0.67
H 7.13 0.97 -0.59
H 7.81 3.91 1.67
H 6.91 2.77 2.78
H 6.03 4.05 1.95
H 5.07 0.76 0.16
H 4.30 1.77 1.41
H 5.65 0.71 1.77
H 5.24 4.24 -3.00
H 6.27 5.47 -3.12
H 4.86 5.69 -2.15
F -1.17 -0.37 0.62
C -5.44 2.99 7.09
C -5.18 1.51 6.62
C -3.68 1.31 6.33
S -2.91 2.90 6.04
O -2.44 2.97 4.64
O -2.07 3.26 7.17
C -4.48 3.88 6.29
H -5.16 3.17 8.13
H -6.49 3.24 7.16
H -5.79 1.18 5.78
H -5.62 0.76 7.27
H -3.41 0.79 5.41
H -3.14 0.86 7.16
H -4.89 4.09 5.30
H -4.09 4.84 6.63
C -1.56 -7.37 1.24
C -2.57 -8.46 1.58
C -3.77 -7.71 2.15
S -3.09 -6.34 3.19
O -3.10 -6.77 4.55
O -3.81 -5.15 2.73
C -1.39 -6.42 2.49
H -2.05 -6.84 0.42
H -0.59 -7.72 0.88
H -2.30 -9.18 2.35
H -2.83 -8.98 0.66
H -4.66 -8.13 2.61
H -4.20 -7.18 1.30
H -0.85 -6.84 3.33
H -1.12 -5.43 2.11
C 3.12 -3.36 -5.43
C 1.67 -3.44 -5.13
C 1.02 -2.38 -6.00
S 1.99 -0.82 -5.49
O 1.20 -0.25 -4.37
O 2.11 0.02 -6.68
C 3.44 -1.76 -5.15
H 3.46 -3.64 -6.43
H 3.69 -4.04 -4.80
H 1.59 -3.35 -4.05
H 1.34 -4.40 -5.52
H -0.06 -2.23 -5.99
H 1.22 -2.52 -7.07
H 3.71 -1.67 -4.10
H 4.30 -1.43 -5.73
C -8.66 0.00 -1.26
C -9.45 0.64 -2.48
C -8.39 1.21 -3.34
S -6.91 0.17 -3.28
O -5.69 0.89 -2.82
O -6.89 -0.59 -4.57
C -7.68 -0.99 -1.91
H -9.33 -0.54 -0.60
H -8.27 0.79 -0.62
H -10.10 1.35 -1.95
H -10.16 0.05 -3.06
H -8.10 2.19 -2.97
H -8.62 1.20 -4.41
H -6.72 -1.42 -1.63
H -8.33 -1.73 -2.38
```

Formula: C4H6N4S2
Source: the OMol25 dataset
Level of theory: ωB97M-V with the def2-TZVPD basis set

Output
* relative energy (zero: lowest compared OMol25 entry of this formula, charge and spin): 10.3 kJ/mol
* DFT total energy: -1171.41388 hartree
* orbital gap: 8.47 eV

```
16
C4H6N4S2 (ωB97M-V with the def2-TZVPD basis set)
C -1.80 -1.98 -0.47
C 0.96 -1.03 -0.54
C -1.02 1.76 -0.11
C 0.89 1.25 0.58
H -1.75 -1.68 0.58
H -2.35 -1.24 -1.09
H -2.27 -2.96 -0.52
H -1.87 2.42 -0.29
H 2.31 2.15 1.58
H 2.84 0.69 0.86
N 0.40 0.20 -0.20
N -0.86 0.60 -0.69
N -0.01 2.21 0.67
N 2.05 1.22 1.27
S -0.09 -2.27 -1.04
S 2.57 -1.33 -0.57
```

Formula: C21H33BBr36FN5O6P
Source: the OMol25 dataset
Level of theory: ωB97M-V with the def2-TZVPD basis set

Output
* DFT total energy: -94675.57381 hartree
* charge: +1
* orbital gap: 7.52 eV

```
104
C21H33BBr36FN5O6P (ωB97M-V with the def2-TZVPD basis set)
N 6.87 -2.75 3.61
C 5.49 -2.43 3.22
C 5.36 -1.49 2.01
C 4.03 -0.76 1.94
N 2.90 -1.68 1.58
C 2.00 -1.30 0.59
N 0.81 -0.64 0.94
C 0.93 0.08 2.23
C -0.34 0.89 2.46
O -1.28 0.37 2.96
O -0.30 2.17 2.12
C -0.38 -1.55 0.91
C -1.51 -0.85 0.18
O -1.63 0.29 0.04
F -2.39 -1.74 -0.30
N 2.19 -1.58 -0.68
C 3.34 -2.38 -1.12
B 3.32 -3.95 -0.84
O 2.23 -4.56 -0.28
O 4.44 -4.68 -1.16
P 0.92 -1.02 -1.91
N 1.37 0.60 -1.78
O 1.65 -1.49 -3.26
H 7.28 -1.96 4.10
H 7.45 -2.86 2.78
H 5.00 -1.97 4.08
H 5.01 -3.39 2.99
H 5.56 -2.05 1.09
H 6.14 -0.72 2.09
H 4.08 0.06 1.22
H 3.83 -0.34 2.93
H 3.22 -2.63 1.44
H 1.03 -0.61 3.07
H 1.80 0.73 2.22
H 0.34 2.33 1.41
H -0.16 -2.48 0.37
H -0.71 -1.78 1.93
H 3.47 -2.22 -2.19
H 4.25 -1.98 -0.66
H 2.56 -5.26 0.30
H 5.27 -4.34 -0.80
H 2.38 0.76 -1.74
H 1.01 1.09 -2.60
H 2.53 -1.12 -3.43
C -3.74 -0.87 4.73
Br -3.58 -2.65 4.01
Br -5.46 -0.12 4.39
Br -3.31 -0.84 6.61
H -3.01 -0.26 4.22
C 2.71 2.91 -6.08
Br 3.57 2.07 -4.57
Br 2.72 1.76 -7.61
Br 0.94 3.51 -5.63
H 3.29 3.78 -6.32
C -8.22 2.58 6.51
Br -6.46 2.16 7.16
Br -8.44 2.11 4.66
Br -9.59 1.78 7.60
H -8.34 3.65 6.58
C -7.29 4.31 11.03
Br -7.29 2.39 10.95
Br -5.69 5.04 10.25
Br -8.86 5.03 10.20
H -7.31 4.59 12.07
C -7.58 2.71 0.31
Br -8.87 1.49 1.06
Br -8.01 3.13 -1.51
Br -7.39 4.29 1.39
H -6.63 2.20 0.31
C 3.88 -1.53 -10.11
Br 2.79 -2.41 -8.79
Br 3.02 0.03 -10.83
Br 5.62 -1.12 -9.42
H 4.00 -2.22 -10.93
C -1.04 -6.01 -1.23
Br -2.13 -5.77 0.33
Br -1.89 -7.04 -2.59
Br -0.47 -4.31 -1.96
H -0.15 -6.54 -0.93
C -1.71 -4.05 -5.74
Br -2.08 -5.84 -6.32
Br -0.05 -3.42 -6.48
Br -3.17 -2.87 -6.11
H -1.58 -4.08 -4.66
C 1.35 5.54 3.34
Br 2.46 6.81 4.23
Br 2.41 4.30 2.30
Br 0.18 4.62 4.55
H 0.73 6.08 2.63
C 0.99 3.62 -10.65
Br -0.29 4.27 -9.38
Br 0.17 2.40 -11.89
Br 1.88 5.05 -11.56
H 1.74 3.06 -10.10
C -6.66 -5.39 -0.56
Br -7.56 -5.81 1.08
Br -5.27 -4.09 -0.29
Br -5.98 -6.98 -1.41
H -7.38 -4.96 -1.23
C 5.43 8.67 1.60
Br 5.16 6.90 0.90
Br 3.88 9.78 1.31
Br 5.92 8.62 3.45
H 6.25 9.11 1.05
```

Formula: C4H13N3O
Source: the OMol25 dataset
Level of theory: ωB97M-V with the def2-TZVPD basis set

Output
* relative energy (zero: lowest compared OMol25 entry of this formula, charge and spin): 108.3 kJ/mol
* DFT total energy: -399.70604 hartree
* orbital gap: 10.34 eV

```
21
C4H13N3O (ωB97M-V with the def2-TZVPD basis set)
C -2.77 -0.41 -2.57
C -2.71 0.54 -1.37
N -1.49 0.71 -0.73
O -3.72 1.17 -1.07
H -1.80 -0.70 -2.96
H -3.37 0.07 -3.36
H -3.33 -1.28 -2.23
H -1.56 1.11 0.17
H -0.76 0.00 -0.85
C 1.71 1.28 1.57
N 2.62 0.15 1.18
C 1.89 -0.97 0.59
N 1.15 -1.68 1.62
H 2.38 2.10 1.81
H 0.91 1.61 0.88
H 1.25 0.97 2.51
H 3.26 0.51 0.49
H 2.66 -1.64 0.15
H 1.24 -0.66 -0.22
H 1.83 -1.92 2.33
H 0.61 -0.96 2.06
```

Please write out number 6 again, unchanged.
Formula: C4H6N4S2
Source: the OMol25 dataset
Level of theory: ωB97M-V with the def2-TZVPD basis set

Output
* relative energy (zero: lowest compared OMol25 entry of this formula, charge and spin): 10.3 kJ/mol
* DFT total energy: -1171.41388 hartree
* orbital gap: 8.47 eV

```
16
C4H6N4S2 (ωB97M-V with the def2-TZVPD basis set)
C -1.80 -1.98 -0.47
C 0.96 -1.03 -0.54
C -1.02 1.76 -0.11
C 0.89 1.25 0.58
H -1.75 -1.68 0.58
H -2.35 -1.24 -1.09
H -2.27 -2.96 -0.52
H -1.87 2.42 -0.29
H 2.31 2.15 1.58
H 2.84 0.69 0.86
N 0.40 0.20 -0.20
N -0.86 0.60 -0.69
N -0.01 2.21 0.67
N 2.05 1.22 1.27
S -0.09 -2.27 -1.04
S 2.57 -1.33 -0.57
```

> The highest DFT total energy belongs to which entry?

C5H11NO